14
Properties=species:S:1:pos:R:3:forces:R:3:nbo_charge:R:1 method="wB97M-V/def2-TZVPD" lumo_energy_ev=2.9 relative_energy_kj_mol=0.0 total_charge=-1 energy_ha=-853.70974 e_homo_ev=-4.552
C 1.128 -0.408 -0.834 1.430 -0.045 -2.620 -0.250
C -0.035 0.201 -1.056 1.439 -0.629 2.352 -0.291
C 0.663 -1.015 1.452 -1.449 0.963 0.608 0.107
C 1.416 -1.086 0.372 0.648 -1.292 -0.093 0.241
C -1.382 1.908 -0.136 -0.754 -2.038 1.534 0.772
C -0.957 0.310 0.053 -0.059 -0.748 2.906 0.110
O -0.752 2.636 0.602 0.167 0.849 0.010 -0.691
O -2.202 1.951 -1.039 -0.398 1.046 -0.667 -0.726
O -0.394 -0.120 1.501 0.247 0.053 -2.481 -0.523
F 2.497 -1.949 0.355 -0.377 0.319 -0.003 -0.355
I -2.455 -1.316 -0.266 -0.162 0.412 0.003 -0.052
H 1.895 -0.473 -1.652 -0.599 0.314 0.996 0.212
H -0.259 0.991 -1.697 0.003 0.262 -2.251 0.254
H 0.837 -1.630 2.345 -0.138 0.534 -0.293 0.192

=====

71
Properties=species:S:1:pos:R:3:forces:R:3:mulliken_charge:R:1 method="wB97M-V/def2-TZVPD" lumo_energy_ev=-1.1 energy_ha=-5319.04454 e_homo_ev=-9.245
O 0.846 -0.935 4.623 -0.350 0.131 0.024 -0.565
C -0.136 -0.232 4.519 -0.342 0.388 0.113 0.050
C -0.934 0.205 5.735 0.295 -0.495 -0.701 -0.660
C -1.404 1.443 5.759 -0.369 -0.036 -0.104 -0.823
C -1.157 2.361 4.572 0.011 -0.551 0.109 0.161
O -0.935 3.538 4.721 -0.380 -0.404 0.073 -0.517
C -1.174 1.641 3.216 -0.039 0.090 0.536 0.324
C -1.688 2.243 2.062 -0.136 -0.044 0.525 0.630
C -2.203 3.689 2.111 0.472 -0.211 -1.010 -1.329
C -1.155 4.600 1.382 -0.385 -0.812 0.114 -0.851
S 0.314 5.066 2.354 0.348 0.265 0.186 -0.203
C 1.410 3.702 2.213 1.418 -1.629 -1.362 0.474
N 2.192 3.370 1.204 -1.142 1.475 -0.369 -0.331
N 2.829 2.234 1.497 1.029 -1.725 0.490 -0.450
C 2.485 1.848 2.707 -0.204 2.112 -2.536 0.091
O 1.617 2.756 3.154 -1.552 -0.217 3.152 -0.167
C -1.708 1.474 0.872 -0.038 0.589 0.053 0.888
C -2.313 2.101 -0.395 -0.554 -0.243 0.152 -1.538
C -3.731 1.547 -0.727 -0.300 0.226 0.043 -0.939
C -4.734 1.703 0.462 0.693 -0.748 -0.290 -0.871
I -6.499 2.793 -0.099 0.358 -0.162 0.302 0.021
C -1.201 0.164 0.868 -0.183 -0.358 -0.490 0.679
C -1.273 -0.641 -0.435 0.427 -0.065 0.060 -0.153
C -0.389 -0.073 -1.575 -1.285 0.143 -0.354 -0.708
F 0.621 -0.960 -1.951 -0.311 0.461 0.547 -0.314
C -0.658 -0.427 2.026 0.711 0.130 -0.200 0.684
C -0.117 -1.861 2.013 -0.575 -0.033 0.250 -1.849
C -1.306 -2.818 2.401 0.566 -0.315 -0.191 -0.869
C -1.692 -3.846 1.302 0.215 0.624 0.384 -0.574
Br -3.650 -3.920 1.142 0.417 -0.280 -0.065 -0.208
C -0.659 0.330 3.197 0.054 -0.026 0.428 0.482
H -1.097 -0.512 6.543 0.307 0.241 -0.202 0.423
H -1.991 1.749 6.628 0.322 0.492 -0.357 0.411
H -2.444 4.017 3.124 0.336 0.009 -0.270 0.674
H -3.132 3.791 1.525 0.296 -0.132 0.244 0.329
H -1.673 5.505 1.030 0.581 0.035 0.332 0.522
H -0.777 4.075 0.493 -0.143 0.262 0.247 0.352
H 2.818 0.968 3.242 -0.305 0.354 0.198 0.474
H -1.634 2.012 -1.255 -0.345 -0.138 0.232 0.485
H -2.453 3.183 -0.269 0.167 -0.403 0.035 0.480
H -4.122 2.081 -1.607 0.244 -0.151 0.267 0.832
H -3.731 0.484 -0.995 0.163 0.319 -0.018 0.166
H -4.247 2.155 1.330 -0.436 0.203 -0.250 0.197
H -5.036 0.698 0.784 -0.275 0.463 -0.089 0.524
H -0.944 -1.676 -0.287 -0.103 0.421 0.009 -0.347
H -2.315 -0.729 -0.771 0.377 0.113 0.089 0.158
H 0.008 0.913 -1.302 0.484 -0.504 -0.114 0.396
H -1.028 0.044 -2.467 0.373 0.074 0.175 0.242
H 0.331 -2.107 1.040 -0.240 0.047 0.308 0.904
H 0.672 -2.002 2.754 -0.178 0.330 -0.281 0.555
H -0.994 -3.390 3.290 -0.277 0.232 -0.214 0.358
H -2.168 -2.204 2.688 0.181 -0.289 -0.144 0.515
H -1.320 -3.556 0.315 -0.202 -0.109 0.233 0.228
H -1.277 -4.826 1.556 -0.505 0.093 -0.202 0.465
C 3.539 -1.199 -7.208 -0.057 0.327 -0.332 -0.672
O 4.055 -1.120 -5.878 -2.661 -0.341 0.906 -0.358
P 3.798 -2.333 -4.756 6.620 -2.550 0.543 1.220
O 4.924 -1.988 -3.836 -1.114 0.715 0.019 -0.652
O 4.173 -3.515 -5.805 -0.926 -0.112 0.134 -0.389
C 5.523 -3.660 -6.225 0.195 0.053 -0.327 -0.732
O 2.984 -3.443 -3.829 -1.786 1.845 -1.456 -0.342
C 2.597 -3.011 -2.517 -0.058 0.057 0.287 -0.460
H 3.068 -0.249 -7.464 -0.062 -0.037 0.115 0.268
H 4.379 -1.341 -7.891 -0.021 -0.130 0.103 0.236
H 2.823 -2.008 -7.341 0.066 -0.040 -0.006 0.335
H 6.166 -2.862 -5.857 -0.096 0.034 0.110 0.363
H 5.551 -3.665 -7.317 -0.020 -0.011 0.024 0.244
H 5.895 -4.618 -5.861 -0.027 0.047 0.037 0.259
H 2.182 -2.010 -2.540 0.183 -0.166 0.113 0.258
H 3.456 -3.044 -1.848 0.100 0.083 -0.161 0.317
H 1.839 -3.701 -2.148 -0.031 -0.017 -0.203 0.195

=====

54
Properties=species:S:1:pos:R:3:forces:R:3:nbo_charge:R:1 method="wB97M-V/def2-TZVPD" lumo_energy_ev=2.9 relative_energy_kj_mol=0.0 total_charge=-1 energy_ha=-1949.92287 e_homo_ev=-2.758
Sc 0.432 0.823 0.392 -0.882 -1.337 4.007 1.486
C 1.260 3.577 -1.575 0.498 1.159 0.041 -0.647
C 1.517 2.130 -1.218 0.852 3.418 -1.596 0.323
O 0.624 1.364 -1.678 -1.033 -1.628 -0.528 -0.753
C 2.608 1.846 -0.477 -0.164 -1.344 0.998 -0.456
C 2.878 0.426 -0.114 0.955 -0.804 1.012 0.272
C 3.916 -0.287 -0.948 0.294 0.102 0.213 -0.679
N 2.224 -0.129 0.869 4.325 0.120 -3.415 -0.221
N 2.428 -1.497 1.040 -0.036 0.220 -0.007 -0.424
C 1.430 -1.981 0.369 0.346 -2.469 0.605 0.523
O 0.645 -1.301 -0.310 -2.488 1.613 -1.239 -0.776
C 1.141 -3.453 0.353 0.709 -0.963 0.668 -0.004
C 2.097 -4.327 0.893 -0.272 -0.458 -0.109 -0.193
C 1.865 -5.705 0.948 -0.142 0.522 -0.138 -0.234
C 0.665 -6.229 0.468 -0.022 0.139 -0.032 -0.234
C -0.299 -5.378 -0.070 0.397 0.398 0.127 -0.233
C -0.061 -4.001 -0.128 0.245 0.228 0.074 -0.207
H 0.302 3.924 -1.168 0.290 -0.264 -0.334 0.207
H 1.250 3.722 -2.663 -0.119 -0.240 0.160 0.209
H 2.035 4.242 -1.174 -0.063 -0.047 -0.015 0.193
H 3.315 2.580 -0.131 -0.131 0.319 0.010 0.226
H 4.441 0.416 -1.601 -0.150 -0.034 0.067 0.204
H 3.439 -1.048 -1.573 0.011 -0.056 0.122 0.237
H 4.652 -0.763 -0.295 -0.144 -0.190 -0.099 0.230
H 3.028 -3.915 1.274 -0.181 0.018 -0.054 0.230
H 2.621 -6.357 1.371 -0.055 -0.017 -0.026 0.199
H 0.479 -7.297 0.515 0.012 0.023 -0.003 0.197
H -1.239 -5.768 -0.443 0.064 -0.033 0.032 0.200
H -0.816 -3.332 -0.538 0.224 -0.097 0.061 0.224
C -2.057 -0.833 -1.076 -0.142 0.215 0.117 -0.602
C -3.100 0.281 -0.975 -0.571 -0.001 -0.145 -0.258
C -3.420 0.849 -2.360 0.088 -0.038 0.076 -0.608
C -2.590 1.310 0.015 0.251 -0.205 -0.625 0.043
C -2.502 0.938 1.347 -0.170 0.132 0.333 -0.267
C -1.846 1.730 2.265 -0.236 -0.225 0.153 -0.119
C -1.263 2.927 1.880 -0.170 0.516 -0.096 0.002
C -0.584 3.788 2.890 0.275 0.156 0.311 -0.627
C -1.380 3.320 0.553 -0.021 0.119 0.685 -0.245
C -2.030 2.522 -0.369 -0.330 -0.324 -0.419 -0.265
H -2.355 -1.611 -1.771 -0.143 -0.176 -0.186 0.203
H -1.866 -1.299 -0.107 -0.041 0.053 -0.082 0.223
H -1.110 -0.426 -1.431 -0.036 -0.038 -0.142 0.245
H -4.033 -0.137 -0.556 0.231 0.068 -0.102 0.192
H -2.513 1.214 -2.846 0.047 -0.018 -0.006 0.216
H -4.131 1.673 -2.311 -0.051 0.067 0.055 0.200
H -3.848 0.080 -3.008 0.037 -0.035 0.087 0.204
H -2.931 -0.002 1.653 -0.038 -0.231 0.131 0.214
H -1.769 1.413 3.290 0.146 -0.098 0.121 0.230
H -0.082 3.185 3.649 0.014 -0.119 -0.207 0.252
H -1.313 4.423 3.398 -0.072 0.106 0.010 0.199
H 0.163 4.436 2.429 -0.030 -0.022 -0.012 0.209
H -0.955 4.259 0.246 0.059 0.218 0.003 0.207
H -2.092 2.836 -1.397 0.101 0.029 -0.166 0.221
O 0.730 0.838 2.203 -2.537 1.553 -0.498 -1.168

=====

16
Properties=species:S:1:pos:R:3:forces:R:3:nbo_charge:R:1 method="wB97M-V/def2-TZVPD" lumo_energy_ev=0.7 relative_energy_kj_mol=284.5 energy_ha=-702.92166 e_homo_ev=-7.493
C 2.252 -1.415 -0.015 -2.733 -0.581 0.248 -0.663
C 1.649 0.042 -0.026 0.683 -1.561 0.070 0.259
C 0.284 0.015 0.173 1.440 1.818 -1.159 -0.201
C -0.727 -1.202 0.074 3.145 1.970 -1.462 -0.628
C -0.435 1.287 0.149 -0.513 1.993 0.711 0.045
H 2.757 -1.543 0.943 0.674 0.008 -0.310 0.226
H 2.826 -1.829 -0.924 -0.909 0.921 1.483 0.234
H 1.227 -2.054 0.221 3.275 1.103 -1.158 0.228
H 3.669 1.010 -0.193 -4.420 0.297 0.311 0.415
H 2.218 2.121 -0.150 0.067 -0.730 0.016 0.404
H -0.507 -1.826 -0.806 -0.052 0.118 0.398 0.233
H -0.529 -1.687 0.970 -0.520 -1.524 1.680 0.222
H -0.026 2.353 0.403 -0.208 -2.181 -0.758 0.198
N 2.538 1.155 -0.114 2.359 -1.627 -0.126 -0.845
N -1.702 1.296 -0.047 0.442 -1.226 0.391 -0.510
S -2.226 -0.379 -0.091 -2.729 1.203 -0.335 0.383

=====

10
Properties=species:S:1:pos:R:3:forces:R:3:nbo_charge:R:1 method="wB97M-V/def2-TZVPD" lumo_energy_ev=0.6 relative_energy_kj_mol=533.3 energy_ha=-301.28412 e_homo_ev=-9.523
N -1.104 0.854 0.941 -0.100 0.139 -0.102 -0.852
C -0.680 1.126 -0.331 0.154 0.097 -0.484 0.131
C -0.257 1.314 -1.443 -0.197 -0.082 0.516 -0.299
O 2.391 -2.438 -0.933 -0.147 0.054 0.162 -0.421
N 1.611 -1.968 -0.144 -0.447 0.229 0.496 0.202
C 0.864 -1.555 0.641 0.549 -0.232 -0.588 -0.064
H -2.031 0.443 0.963 0.058 0.065 -0.022 0.395
H -1.072 1.669 1.544 0.025 -0.114 -0.047 0.398
H 0.103 1.497 -2.431 -0.047 -0.052 0.181 0.245
H 0.175 -0.942 1.192 0.152 -0.103 -0.111 0.265